1.
ORCA calculation (ωB97M-V/def2-TZVPD) on a cluster of 7 separate species, C21H42F3NO16 in total in a non-equilibrium geometry.

Computed properties:
ΔE to the lowest compared entry with this formula, charge and spin   174.5 kJ/mol
HOMO level   -7.876 eV

Positions of all 83 atoms, in Å:
H 39.54 53.58 47.14
H 38.90 50.71 54.23
O 37.23 46.14 45.16
C 38.92 57.83 49.83
C 38.01 56.22 51.13
O 36.57 50.23 47.43
H 35.96 52.47 52.77
H 36.44 56.10 49.80
O 39.15 56.86 50.78
C 38.12 48.62 52.56
C 39.33 48.49 46.66
H 42.00 49.53 47.96
H 41.74 53.56 52.76
H 41.16 50.89 46.35
F 36.00 57.48 50.96
H 35.84 48.59 46.60
C 39.83 47.46 50.46
H 40.30 48.12 46.72
O 38.32 47.98 44.62
H 33.32 51.95 53.63
C 39.17 49.05 45.20
F 35.58 51.33 54.25
H 34.63 49.52 47.47
O 40.84 51.45 48.30
O 39.78 58.49 49.34
H 40.63 47.91 49.72
C 34.25 50.27 51.48
N 38.02 51.52 49.92
O 35.41 50.66 51.98
H 41.93 50.36 49.72
C 38.03 47.09 45.45
C 35.32 51.65 52.90
H 37.78 56.54 52.18
O 38.61 51.92 46.80
H 37.22 47.12 51.27
O 40.14 52.22 52.40
O 38.72 48.26 50.13
H 38.73 49.89 45.09
H 37.22 51.50 49.37
H 36.18 50.98 45.45
O 38.50 47.36 46.71
C 39.53 50.13 53.43
C 36.97 56.79 50.24
C 36.33 51.23 46.49
H 36.90 53.25 47.37
H 37.65 51.21 50.81
H 39.84 49.39 54.12
H 41.46 52.88 51.05
C 33.76 51.96 52.79
H 37.99 55.14 50.98
C 41.85 50.55 48.61
H 37.27 53.07 45.66
C 40.70 51.05 52.85
H 39.77 52.85 45.50
H 43.03 50.75 48.57
O 38.88 49.79 52.49
H 39.23 49.30 47.60
C 37.68 48.26 51.20
C 40.93 51.90 46.95
H 40.44 54.45 51.69
H 37.24 48.88 52.96
H 38.56 52.48 49.85
C 39.62 52.71 46.60
C 37.32 52.47 46.59
O 36.26 53.80 50.30
H 35.67 48.52 48.51
H 41.70 52.71 46.79
H 35.42 51.61 46.56
H 38.34 47.93 53.32
F 40.46 49.13 44.67
H 38.67 50.94 49.44
H 33.70 52.93 52.36
H 40.20 47.67 51.42
C 35.62 49.23 47.45
H 39.44 46.35 50.38
C 40.91 53.26 51.99
H 41.39 51.05 53.67
O 37.65 57.81 49.47
H 41.41 50.64 52.07
O 34.16 49.32 50.78
O 33.27 50.96 51.87
H 36.67 48.88 50.87
H 35.69 54.41 49.78

=====

2.
ORCA calculation (ωB97M-V/def2-TZVPD) on a cluster of 4 separate species, C14H20BrF9O6Si in total in a non-equilibrium geometry.

Computed properties:
SMILES string   CCOC(=O)C(F)(F)F.CCOC(=O)C(F)(F)F.CCOC(=O)C(F)(F)F.C=C[SiH2]Br
HOMO level   -8.267 eV

Positions of all 51 atoms, in Å:
H -2.71 -1.46 1.06
H 2.42 0.49 -1.67
F -1.85 1.47 4.13
C 5.01 0.23 -0.97
H 0.66 -1.73 -3.09
H 0.75 4.16 5.28
O -3.20 -0.75 3.59
F -3.67 2.58 4.50
H -4.30 -0.71 1.07
H 5.99 -1.61 -0.58
C -3.74 -1.60 1.37
F 1.23 -3.52 -8.15
H -0.25 -4.60 -3.67
H 0.75 5.45 4.07
C -3.12 1.38 4.57
C 0.77 -2.81 -2.99
C -0.35 -3.52 -3.73
C 0.44 -3.70 -5.93
H -0.13 2.56 3.56
H 0.75 -3.07 -1.94
H -1.22 3.92 3.80
C -3.92 0.35 3.74
F -0.51 3.26 -0.72
H 2.90 0.77 0.66
O -0.42 -3.11 -5.11
H 5.24 0.98 -1.73
H 1.84 4.08 3.88
Br 2.75 -2.18 -0.17
F 0.45 5.15 -0.26
F -0.90 -3.73 -7.87
C 5.96 -0.54 -0.35
Si 3.23 -0.01 -0.54
C -0.23 3.63 3.44
O 1.49 2.55 1.67
H 6.62 -0.13 0.42
O -5.03 0.55 3.35
H -3.29 -2.72 3.15
C 0.57 3.82 -0.16
C -3.83 -1.82 2.86
O 1.26 -4.52 -5.64
C 0.84 4.37 4.22
H -4.86 -1.94 3.19
F -3.08 1.02 5.86
C 0.70 3.37 1.31
F 1.64 3.45 -0.86
H 1.74 -3.08 -3.40
C 0.22 -3.19 -7.37
H -4.15 -2.46 0.84
O -0.20 3.99 2.04
H -1.32 -3.25 -3.30
F 0.08 -1.86 -7.40

=====

3.
ORCA calculation (ωB97M-V/def2-TZVPD) on a structure of composition C20H28BrN2OS2V.

Computed properties:
ΔE to the lowest compared entry with this formula, charge and spin   86.8 kJ/mol
Total charge   +4
HOMO level (alpha / beta)   -20.868 / -20.868 eV

Positions of all 55 atoms, in Å:
C -0.09 2.55 4.66
C 3.79 -0.62 -1.30
H -2.75 -0.46 1.82
Br 6.01 -2.15 -2.13
C -0.77 -1.36 1.73
H 1.30 -3.52 -1.48
H 0.37 2.03 -3.70
H 2.09 0.50 -0.66
C -2.91 1.88 -1.93
H 2.54 2.03 4.00
H -3.44 -0.19 -2.31
N 1.57 -1.49 -1.03
S -1.11 1.83 -1.90
H 1.35 -1.88 1.77
C -3.65 0.80 -2.69
C -0.59 1.51 -3.61
C 2.03 -2.72 -1.43
C -1.82 -3.44 -1.47
H -1.33 2.08 -4.18
C -1.26 -2.77 1.97
H -2.24 -2.96 1.51
C 0.63 -1.07 1.85
H 0.28 1.73 5.28
C -1.25 0.95 2.37
H -4.72 0.99 -2.55
C 1.06 0.19 2.23
O -0.75 0.45 -1.09
C -1.69 -0.26 1.93
H -1.40 -2.88 3.05
H 2.54 2.64 2.33
H 0.07 3.26 2.65
C 0.56 2.47 3.23
H 0.30 -0.47 -3.52
H -3.18 1.95 -0.87
C 3.33 -2.95 -1.76
N -1.10 -2.48 -1.08
V -0.26 -1.11 -0.52
H 4.46 0.23 -1.25
H 3.64 -3.94 -2.07
C -0.51 0.05 -4.04
C 0.13 1.21 2.59
H 2.12 0.38 2.36
C 2.06 2.71 3.30
H -1.18 2.53 4.63
H -0.25 0.04 -5.10
C 4.26 -1.89 -1.70
S -2.68 -4.60 -1.90
H -3.06 2.88 -2.35
H -1.45 -0.48 -3.92
H -1.97 1.73 2.60
H 2.23 3.72 3.67
H 0.23 3.50 5.09
H -3.46 0.84 -3.76
C 2.47 -0.46 -0.98
H -0.54 -3.53 1.66

=====

Please write out number 3 again, unchanged.
ORCA calculation (ωB97M-V/def2-TZVPD) on a structure of composition C20H28BrN2OS2V.

Computed properties:
ΔE to the lowest compared entry with this formula, charge and spin   86.8 kJ/mol
Total charge   +4
HOMO level (alpha / beta)   -20.868 / -20.868 eV

Positions of all 55 atoms, in Å:
C -0.09 2.55 4.66
C 3.79 -0.62 -1.30
H -2.75 -0.46 1.82
Br 6.01 -2.15 -2.13
C -0.77 -1.36 1.73
H 1.30 -3.52 -1.48
H 0.37 2.03 -3.70
H 2.09 0.50 -0.66
C -2.91 1.88 -1.93
H 2.54 2.03 4.00
H -3.44 -0.19 -2.31
N 1.57 -1.49 -1.03
S -1.11 1.83 -1.90
H 1.35 -1.88 1.77
C -3.65 0.80 -2.69
C -0.59 1.51 -3.61
C 2.03 -2.72 -1.43
C -1.82 -3.44 -1.47
H -1.33 2.08 -4.18
C -1.26 -2.77 1.97
H -2.24 -2.96 1.51
C 0.63 -1.07 1.85
H 0.28 1.73 5.28
C -1.25 0.95 2.37
H -4.72 0.99 -2.55
C 1.06 0.19 2.23
O -0.75 0.45 -1.09
C -1.69 -0.26 1.93
H -1.40 -2.88 3.05
H 2.54 2.64 2.33
H 0.07 3.26 2.65
C 0.56 2.47 3.23
H 0.30 -0.47 -3.52
H -3.18 1.95 -0.87
C 3.33 -2.95 -1.76
N -1.10 -2.48 -1.08
V -0.26 -1.11 -0.52
H 4.46 0.23 -1.25
H 3.64 -3.94 -2.07
C -0.51 0.05 -4.04
C 0.13 1.21 2.59
H 2.12 0.38 2.36
C 2.06 2.71 3.30
H -1.18 2.53 4.63
H -0.25 0.04 -5.10
C 4.26 -1.89 -1.70
S -2.68 -4.60 -1.90
H -3.06 2.88 -2.35
H -1.45 -0.48 -3.92
H -1.97 1.73 2.60
H 2.23 3.72 3.67
H 0.23 3.50 5.09
H -3.46 0.84 -3.76
C 2.47 -0.46 -0.98
H -0.54 -3.53 1.66